{"formula": "C47H54BrN3ORh", "method": "the ωB97M-V functional and the def2-TZVPD basis", "total_charge": 1, "spin_multiplicity": 1, "total_energy_ev": -129177.9577, "elements": ["Rh", "C", "C", "C", "C", "C", "C", "C", "C", "C", "C", "C", "C", "N", "C", "C", "C", "C", "C", "C", "C", "N", "C", "C", "C", "C", "C", "C", "C", "C", "C", "C", "C", "C", "H", "H", "H", "H", "H", "H", "H", "H", "H", "H", "H", "H", "H", "H", "H", "H", "H", "H", "H", "H", "H", "H", "H", "H", "H", "H", "H", "H", "H", "H", "H", "H", "H", "H", "H", "H", "H", "H", "H", "Br", "C", "C", "C", "C", "C", "C", "C", "C", "C", "C", "H", "H", "H", "H", "H", "H", "C", "O", "H", "H", "H", "H", "C", "C", "C", "N", "C", "C", "H", "H", "H", "H", "H"], "xyz": [[0.28201, -0.06912, 0.34733], [-3.23202, 1.01559, 2.70618], [-2.88921, 0.28901, 1.40510], [-4.02145, 0.56800, 0.40870], [-2.69449, -1.20814, 1.55320], [-3.25498, -1.86788, 2.62947], [-3.20068, -3.24741, 2.71727], [-2.64466, -3.97067, 1.68587], [-2.03451, -3.36525, 0.58591], [-1.53974, -4.35811, -0.46381], [-0.42989, -5.26445, 0.08822], [-1.05653, -3.84112, -1.81772], [-2.01458, -1.95801, 0.55959], [-1.31857, -1.24774, -0.43630], [-1.85178, -1.03595, -1.59529], [-1.25584, -0.37975, -2.71943], [-1.82900, -0.66157, -3.96782], [-1.44421, -0.02379, -5.12614], [-0.49503, 0.99041, -5.05070], [0.05506, 1.32984, -3.83738], [-0.24148, 0.62978, -2.63891], [0.39490, 0.99402, -1.50637], [0.88812, 2.29401, -1.42817], [-0.04030, 3.35579, -1.26331], [0.43784, 4.65262, -1.20150], [1.79434, 4.92355, -1.26440], [2.69611, 3.88698, -1.41806], [2.27387, 2.57150, -1.51220], [3.28786, 1.48551, -1.79267], [3.64021, 1.46134, -3.28826], [4.58606, 1.66925, -0.99945], [-1.52409, 3.08844, -1.11577], [-2.13060, 3.85619, 0.06247], [-2.27944, 3.44515, -2.39910], [-3.14051, 2.08872, 2.55098], [-2.56977, 0.73288, 3.51795], [-4.25955, 0.82025, 3.00427], [-1.94279, 0.72972, 1.01365], [-4.91013, 0.00642, 0.68704], [-3.75233, 0.30898, -0.61071], [-4.27342, 1.62472, 0.43255], [-3.75060, -1.30650, 3.40238], [-3.62983, -3.75627, 3.56807], [-2.69766, -5.04945, 1.71833], [-2.41061, -5.00032, -0.65984], [0.52241, -4.74424, 0.05268], [-0.34526, -6.15330, -0.53345], [-0.62320, -5.57844, 1.10895], [-0.23107, -3.14063, -1.71862], [-1.85973, -3.37992, -2.38437], [-0.69609, -4.68887, -2.40042], [-2.85704, -1.41916, -1.77261], [-2.59640, -1.41860, -4.01901], [-1.88942, -0.29493, -6.06989], [-0.20062, 1.51918, -5.94343], [0.76896, 2.13752, -3.78621], [-0.25541, 5.47081, -1.08704], [2.14604, 5.94074, -1.19870], [3.74966, 4.10237, -1.48749], [2.83635, 0.52605, -1.51931], [3.92129, 2.45685, -3.62870], [2.81046, 1.10811, -3.89452], [4.49003, 0.80133, -3.45643], [5.20489, 2.45794, -1.41852], [5.16576, 0.74996, -1.03548], [4.39062, 1.91095, 0.04041], [-1.67130, 2.01960, -0.91820], [-2.08786, 4.93029, -0.09634], [-1.61389, 3.61935, 0.99109], [-3.17853, 3.58764, 0.17366], [-2.19068, 4.50666, -2.61022], [-3.33523, 3.20802, -2.28729], [-1.89187, 2.89481, -3.25299], [1.77166, -2.26638, 0.33472], [1.15001, -2.74243, 2.09390], [1.34089, -4.02584, 2.53122], [0.86303, -4.40186, 3.79130], [0.27111, -3.47569, 4.60274], [0.14242, -2.13161, 4.19760], [-0.32953, -1.14478, 5.08257], [-0.40123, 0.16465, 4.69736], [-0.06267, 0.53290, 3.38498], [0.33570, -0.40484, 2.46330], [0.54070, -1.74584, 2.88037], [1.84662, -4.74978, 1.91336], [0.98518, -5.42233, 4.11648], [-0.09839, -3.75406, 5.57835], [-0.58495, -1.43142, 6.09062], [-0.70920, 0.92744, 5.39685], [-0.11461, 1.58450, 3.12732], [2.05787, -2.15483, -3.66583], [2.29968, -1.58951, -2.39383], [0.99573, -2.04047, -3.86852], [2.30890, -3.21831, -3.68475], [2.62891, -1.63639, -4.44043], [3.23529, -1.69605, -2.19142], [3.49790, 2.58341, 3.17582], [3.83281, 1.31245, 2.72727], [3.06749, 0.72854, 1.73779], [1.98814, 1.30683, 1.19669], [1.67606, 2.53302, 1.63246], [2.39592, 3.20214, 2.60512], [4.07510, 3.07424, 3.94166], [4.68481, 0.78628, 3.12668], [3.33446, -0.24600, 1.35770], [0.81813, 3.01024, 1.17713], [2.09707, 4.19452, 2.90470]], "mulliken_charge": [0.101, -2.368, 2.795, -1.427, 0.058, -0.516, -1.496, -0.570, 0.593, 0.556, -1.391, -1.658, -0.287, 1.850, -1.699, 0.782, -0.563, -1.197, -0.945, -1.322, 0.628, 1.164, -0.901, 0.702, -0.250, -1.489, -0.355, 0.791, 2.301, -1.528, -1.873, 2.163, -1.522, -1.698, 0.338, 0.434, 0.574, -1.354, 0.385, 0.172, 0.501, 0.431, 0.458, 0.524, 0.635, 0.056, 0.552, 0.382, 0.061, 0.326, 0.581, 0.456, 0.455, 0.440, 0.473, 0.631, 0.432, 0.433, 0.383, -1.287, 0.318, 0.265, 0.475, 0.454, 0.419, 0.354, -1.366, 0.497, 0.182, 0.419, 0.389, 0.474, 0.195, -0.023, 1.329, -0.591, -0.949, -0.949, 1.006, -1.096, -0.904, 0.300, 0.005, -0.527, 0.639, 0.450, 0.458, 0.455, 0.466, 0.455, -0.838, -0.367, 0.124, 0.351, 0.311, 0.213, -0.873, -1.027, -1.175, 3.219, -0.531, -0.986, 0.489, 0.553, 0.417, 0.084, 0.539]}